Entry 1:
{
  "formula": "C15H81IO29",
  "method": "wB97M-V/def2-TZVPD",
  "e_tot_ha": -3099.44201,
  "lumo_ha": -0.0136,
  "charge": 0,
  "homo_ev": -9.27,
  "species": ["C", "O", "C", "C", "C", "C", "C", "C", "C", "C", "C", "C", "C", "C", "C", "I", "O", "C", "O", "H", "H", "H", "H", "H", "H", "H", "H", "H", "H", "H", "H", "H", "H", "H", "H", "H", "H", "H", "H", "H", "H", "H", "H", "H", "H", "H", "H", "H", "O", "H", "H", "O", "H", "H", "O", "H", "H", "O", "H", "H", "O", "H", "H", "O", "H", "H", "O", "H", "H", "O", "H", "H", "O", "H", "H", "O", "H", "H", "O", "H", "H", "O", "H", "H", "O", "H", "H", "O", "H", "H", "O", "H", "H", "O", "H", "H", "O", "H", "H", "O", "H", "H", "O", "H", "H", "O", "H", "H", "O", "H", "H", "O", "H", "H", "O", "H", "H", "O", "H", "H", "O", "H", "H", "O", "H", "H"],
  "coordinates": [[-0.41331, 2.37731, 2.64214], [-1.68578, 2.73008, 1.99883], [-1.55207, 3.83539, 1.04041], [-2.48440, 3.46662, -0.29838], [-1.59028, 2.53954, -1.35532], [-1.40377, 0.98525, -0.86771], [0.09016, 0.35343, -1.12450], [1.33465, 1.29688, -0.62436], [2.73117, 0.46075, -0.96888], [2.98773, -0.81720, 0.04911], [2.42821, -2.24550, -0.53982], [1.47715, -3.03038, 0.57551], [0.43782, -3.99313, -0.25052], [-0.99118, -4.24970, 0.54628], [-1.93106, -5.16862, -0.45701], [-2.08985, -2.39787, 0.93444], [2.32631, -3.86856, 1.47907], [2.24645, -3.19435, 2.80924], [3.23662, -2.37389, 3.25171], [-0.26233, 1.20803, 2.45926], [0.53622, 2.89539, 2.19789], [-0.38268, 2.52483, 3.80447], [-2.05031, 4.80228, 1.51450], [-0.47338, 4.01255, 0.62424], [-3.51456, 2.98652, -0.02050], [-2.64321, 4.50492, -0.86468], [-0.57367, 3.09596, -1.60715], [-2.19993, 2.52946, -2.37983], [-2.15559, 0.32424, -1.51558], [-1.70482, 0.78669, 0.25684], [0.29322, 0.02343, -2.23887], [0.14509, -0.64256, -0.48186], [1.30264, 1.57983, 0.51071], [1.42759, 2.31344, -1.23032], [3.65015, 1.21702, -0.88671], [2.63068, 0.14334, -2.10310], [4.16804, -0.93401, 0.13017], [2.61451, -0.55320, 1.13000], [1.74608, -1.99095, -1.46892], [3.29469, -3.01743, -0.80508], [0.97335, -2.18857, 1.21425], [0.19545, -3.63418, -1.33942], [0.93156, -5.07295, -0.36019], [-0.77682, -4.90891, 1.49264], [-1.67537, -5.02912, -1.59109], [-1.95584, -6.31029, -0.13715], [-3.04255, -4.76552, -0.30362], [1.28158, -3.43981, 3.46373], [-4.37026, 0.20566, 0.10311], [-5.33355, 0.13418, 0.17971], [-4.05092, -0.67982, 0.33318], [2.28099, -6.54100, 0.79839], [3.06178, -7.11347, 0.75920], [2.61006, -5.72379, 1.20197], [-4.84873, -5.06490, -1.18474], [-5.30581, -5.16028, -0.33570], [-5.36306, -5.61902, -1.79089], [-0.77680, 7.03083, 1.54342], [0.13076, 7.15527, 1.85925], [-1.32522, 7.35057, 2.27554], [-3.82641, 3.80797, 3.67785], [-4.57013, 3.34467, 3.26418], [-3.09846, 3.69003, 3.04922], [1.94725, -9.43421, 1.99337], [1.23234, -10.01835, 1.69911], [1.87110, -8.66112, 1.41412], [5.14718, -9.19335, 2.85729], [4.18390, -9.26482, 2.93389], [5.46653, -10.07883, 3.08736], [1.04722, 7.05346, 3.63583], [1.06408, 6.16938, 4.03210], [1.74125, 7.53565, 4.10997], [8.39560, -9.51725, 3.87059], [8.73017, -9.62360, 2.96746], [7.44839, -9.35133, 3.75118], [-4.61909, -4.59067, 3.12178], [-4.21553, -3.80124, 2.73083], [-4.14331, -4.70700, 3.95790], [-1.89429, 9.38464, 0.11563], [-2.85757, 9.31317, 0.19223], [-1.57494, 8.49916, 0.34570], [-5.03922, 1.30154, -2.32579], [-4.63566, 2.09096, -2.71674], [-4.56344, 1.18520, -1.48968], [-2.28576, 9.18284, 2.94689], [-1.68966, 9.45792, 3.65957], [-2.24544, 9.91438, 2.31269], [4.64564, -4.40385, -0.01994], [5.55320, -4.27940, 0.29589], [4.09723, -4.08411, 0.71218], [-2.57874, 1.59788, -4.33563], [-3.32246, 1.13457, -4.74930], [-1.85079, 1.47994, -4.96425], [3.04386, -4.05609, -3.17406], [3.44742, -3.26666, -3.56501], [3.51964, -4.17242, -2.33795], [5.28499, 0.65695, -2.53117], [5.68855, 1.44638, -2.92212], [5.76077, 0.54061, -1.69506], [-7.57746, 0.51882, -0.75307], [-7.24289, 0.41246, -1.65620], [-8.52466, 0.68474, -0.87248], [1.53110, -0.27508, -4.26790], [2.34870, 0.19649, -4.04872], [1.83432, -1.15268, -4.54516], [-4.92313, 8.30380, 0.62549], [-4.58212, 8.24517, 1.53057], [-5.75712, 7.81141, 0.65734], [-1.42004, 11.82085, -2.21750], [-1.40319, 10.93678, -1.82124], [-0.72601, 12.30304, -1.74337], [3.26900, 2.14376, -4.57334], [3.16299, 2.79404, -3.86286], [2.63925, 2.43264, -5.25080], [-0.39898, -10.94326, 1.00332], [-0.97326, -11.20871, 1.73723], [-1.00670, -10.84253, 0.25530], [1.38074, 10.49859, -1.08317], [1.32018, 10.82720, -1.99270], [0.55175, 10.01376, -0.95388], [6.40093, -6.66444, 0.50919], [5.82665, -6.92989, 1.24310], [5.79321, -6.56371, -0.23882], [-1.43627, 4.47272, -3.82215], [-1.86246, 3.64850, -4.10130], [-2.17358, 5.09185, -3.71237]],
  "lowdin_charge": [-0.115, -0.280, -0.195, -0.139, -0.194, -0.207, -0.192, -0.187, -0.211, -0.166, -0.125, -0.279, -0.177, -0.691, -0.192, 0.971, -0.192, -0.085, -0.030, 0.100, 0.087, 0.099, 0.116, 0.129, 0.111, 0.117, 0.104, 0.063, 0.109, 0.078, 0.105, 0.064, 0.089, 0.105, 0.102, 0.085, 0.112, 0.111, 0.112, 0.090, 0.108, 0.128, 0.131, 0.104, 0.094, 0.096, 0.014, 0.183, -0.091, 0.040, -0.068, -0.055, 0.041, 0.009, -0.078, 0.049, 0.050, -0.075, 0.021, 0.019, -0.072, 0.038, -0.013, -0.063, -0.004, 0.007, -0.062, 0.017, 0.041, -0.050, 0.059, 0.058, -0.064, 0.041, 0.005, -0.087, -0.033, 0.038, -0.060, 0.023, 0.012, -0.068, 0.032, -0.014, -0.062, 0.056, 0.037, -0.063, 0.061, 0.014, -0.060, 0.058, 0.063, -0.065, 0.039, 0.005, -0.076, 0.044, 0.041, -0.068, 0.025, 0.041, -0.073, -0.003, 0.042, -0.059, 0.034, 0.048, -0.069, 0.002, 0.033, -0.057, 0.050, 0.055, -0.050, 0.058, 0.057, -0.065, 0.037, 0.015, -0.066, 0.022, 0.028, -0.071, -0.007, 0.045]
}

---

Entry 2:
{
  "formula": "C15H8Cl2PdS6",
  "method": "wB97M-V/def2-TZVPD",
  "e_tot_ha": -4013.89855,
  "lumo_ha": 0.1635,
  "charge": -2,
  "homo_ev": -0.83,
  "species": ["Pd", "S", "C", "S", "C", "C", "S", "S", "S", "Cl", "C", "C", "C", "C", "C", "Cl", "C", "S", "H", "H", "H", "C", "C", "C", "C", "C", "C", "H", "H", "H", "H", "H"],
  "coordinates": [[0.13734, 0.01534, 0.13162], [5.26216, 5.25170, 0.20961], [4.11533, 4.03520, 0.08237], [2.44303, 4.26622, 0.37477], [1.87348, 2.65696, -0.01160], [2.84299, 1.75569, -0.37842], [2.64673, 0.09192, -0.76714], [4.46661, 2.42796, -0.40651], [0.16484, 2.38320, 0.08262], [-2.82783, -0.19534, -0.50276], [-3.07179, -1.88758, -0.20149], [-4.38669, -2.30037, -0.07174], [-4.69063, -3.63371, 0.15794], [-3.65062, -4.54282, 0.25487], [-2.34922, -4.10563, 0.13409], [-1.11202, -5.32414, 0.27222], [-1.97022, -2.76519, -0.09209], [-0.30191, -2.35691, -0.23259], [-5.16622, -1.55962, -0.15821], [-5.71725, -3.95698, 0.25837], [-3.83566, -5.59367, 0.42764], [-0.18057, -0.12826, 4.87319], [-1.17021, -0.72959, 4.11479], [-1.12084, -0.69162, 2.72837], [-0.07319, -0.04668, 2.06176], [0.92006, 0.55984, 2.84431], [0.86458, 0.51324, 4.22869], [-0.22176, -0.15989, 5.95762], [-1.99324, -1.24012, 4.60447], [-1.90518, -1.18088, 2.16387], [1.74464, 1.06903, 2.35647], [1.64766, 0.99010, 4.80848]],
  "nbo_charge": [0.520, -0.293, -0.574, 0.467, -0.470, -0.414, -0.412, 0.465, -0.264, 0.016, -0.072, -0.234, -0.267, -0.232, -0.063, -0.025, -0.209, -0.248, 0.212, 0.197, 0.207, -0.273, -0.221, -0.288, -0.052, -0.208, -0.248, 0.184, 0.186, 0.207, 0.213, 0.191]
}

---

Entry 3:
{
  "formula": "C15H8MnN3O5",
  "method": "wB97M-V/def2-TZVPD",
  "multiplicity": 4,
  "e_tot_ha": -2266.48774,
  "lumo_ha": [-0.4683, -0.5114],
  "charge": 3,
  "homo_ev": [-19.67, -19.82],
  "s_squared": 3.864,
  "species": ["O", "C", "Mn", "C", "O", "C", "O", "C", "O", "C", "O", "H", "N", "C", "C", "C", "C", "C", "C", "C", "N", "C", "C", "N", "C", "H", "H", "H", "H", "H", "H", "H"],
  "coordinates": [[-1.95453, -4.20222, 1.91523], [-1.83473, -3.67887, 0.90699], [-0.61098, -1.57382, -3.46007], [0.11557, -0.59188, -4.80576], [0.49107, 0.19150, -5.60484], [-0.73500, -2.44126, -5.26721], [-0.94631, -3.37903, -5.99544], [-2.43369, -1.40392, -3.16122], [-3.52742, -0.98304, -2.91122], [0.84427, -2.43195, -2.51551], [1.91701, -2.66965, -2.08096], [-1.09737, -2.83372, -2.18555], [2.38289, 2.59686, 6.62946], [1.96469, 2.31788, 5.54766], [1.45106, 1.92200, 4.19823], [1.56116, 0.59894, 3.70242], [1.07162, 0.21785, 2.43896], [0.45180, 1.19907, 1.64140], [0.32216, 2.55151, 2.07620], [0.83030, 2.88686, 3.36210], [-0.03273, 0.82155, 0.37679], [-0.63103, 1.69177, -0.53034], [-0.97509, 0.94510, -1.63194], [-0.52260, -0.36673, -1.45954], [-0.03794, -0.42592, -0.22025], [2.04998, -0.09418, 4.38714], [1.19369, -0.82815, 2.12157], [-0.15783, 3.34906, 1.45716], [0.74258, 3.92370, 3.74174], [-0.76725, 2.75316, -0.35902], [-1.47942, 1.24117, -2.56512], [0.35409, -1.30364, 0.25093]],
  "nbo_charge": [-0.423, 0.438, 0.291, 0.502, -0.212, 0.617, -0.202, 0.582, -0.281, 0.566, -0.298, 0.168, 0.024, 0.231, 0.045, -0.096, -0.166, 0.299, -0.202, -0.082, -0.337, -0.012, -0.070, -0.514, 0.260, 0.283, 0.251, 0.275, 0.292, 0.274, 0.253, 0.244]
}

---

Entry 4:
{
  "formula": "C15H8N3O5Pr",
  "method": "wB97M-V/def2-TZVPD",
  "multiplicity": 3,
  "e_tot_ha": -1633.11761,
  "lumo_ha": [-0.3403, -0.3379],
  "charge": 2,
  "homo_ev": [-13.94, -13.88],
  "s_squared": 2.035,
  "species": ["O", "C", "Pr", "C", "O", "C", "O", "C", "O", "C", "O", "H", "N", "C", "C", "C", "C", "C", "C", "C", "N", "C", "C", "N", "C", "H", "H", "H", "H", "H", "H", "H"],
  "coordinates": [[0.02528, 3.34751, -3.68612], [0.03914, 2.19930, -3.69911], [0.01478, -0.19782, -3.06738], [0.05123, -2.66201, -3.79586], [0.07736, -3.80912, -3.71567], [0.05251, -0.26843, -5.81344], [-0.04496, -1.27794, -6.46476], [2.37341, -0.22311, -3.98901], [3.52507, -0.19572, -4.01193], [-2.31174, -0.26951, -3.97614], [-3.46175, -0.24027, -4.02166], [0.14323, 0.86275, -6.17124], [-1.09001, 1.76822, 7.51533], [-0.87724, 1.42706, 6.41814], [-0.60297, 0.99323, 5.05471], [-1.24166, 1.60988, 3.96422], [-0.98336, 1.20476, 2.65316], [-0.06628, 0.16193, 2.48674], [0.58692, -0.48075, 3.52873], [0.30542, -0.04711, 4.81832], [0.24243, -0.29042, 1.21213], [1.13575, -1.36020, 0.86821], [1.14864, -1.44158, -0.50194], [0.25004, -0.43638, -0.94014], [-0.27806, 0.26060, 0.11020], [-1.94508, 2.41523, 4.16170], [-1.47464, 1.67717, 1.79363], [1.29260, -1.28839, 3.32543], [0.79822, -0.52197, 5.65989], [1.65990, -1.93998, 1.60305], [1.65634, -2.08145, -1.26193], [-1.00053, 1.10452, -0.05725]],
  "lowdin_spin": [0.001, -0.002, 2.100, -0.003, 0.000, -0.040, -0.015, -0.004, 0.000, -0.007, -0.003, -0.008, 0.000, 0.000, 0.000, 0.000, 0.000, 0.000, 0.000, 0.000, 0.001, -0.001, 0.000, -0.016, -0.001, 0.000, 0.000, 0.000, 0.000, 0.000, 0.000, 0.000]
}